one) DFT (ωB97M-V/def2-TZVPD) results for a 2-piece molecular cluster, C4H12N4O overall.

Summary:
HOMO level ... -8.743 eV
Kohn-Sham gap ... 9.61 eV

Each line ends with the Mulliken charge.
Geometry (Å):
N 0.439 1.426 -1.268  -0.65
N -0.604 0.510 -1.484  0.02
C -1.912 0.774 -0.909  0.49
N -1.978 1.857 -0.098  -0.37
O -2.839 0.040 -1.177  -0.64
H 1.198 0.989 -0.734  0.35
H 0.841 1.767 -2.138  0.24
H -0.601 -0.264 -2.138  0.20
H -1.109 2.302 0.148  0.24
H -2.809 1.995 0.450  0.23
C -0.987 -1.294 1.178  -0.93
C 0.180 -1.415 0.553  0.06
C 1.468 -0.878 1.183  -0.54
N 2.359 -0.349 0.147  -0.60
H -1.093 -0.668 2.049  0.26
H -1.894 -1.727 0.794  0.32
H 0.346 -2.190 -0.185  0.27
H 1.235 -0.065 1.875  0.34
H 1.942 -1.710 1.730  0.32
H 2.583 -1.078 -0.523  0.19
H 3.234 -0.023 0.546  0.21

=====

two) DFT (ωB97M-V/def2-TZVPD) results for C4H12N4O as an isolated structure.

Summary:
HOMO level ... -8.117 eV
Kohn-Sham gap ... 8.86 eV

Each line ends with the Mulliken charge.
Geometry (Å):
C 0.337 2.000 -0.209  -0.98
N 0.500 0.581 -0.432  0.16
C 0.706 -0.419 1.526  0.07
O 1.644 0.263 -1.199  -0.49
N 0.778 0.407 2.517  -0.76
H 1.386 0.419 -2.122  0.33
H 1.750 0.618 2.739  0.25
H 1.502 -1.097 1.193  0.33
H 1.099 2.591 -0.720  0.33
H 0.485 2.215 0.855  0.30
H -0.651 2.362 -0.512  0.32
C -0.514 -1.605 -1.449  -1.38
C -0.860 -0.401 -0.600  0.89
N -0.632 -0.930 1.251  -0.44
N -2.043 0.098 -0.694  -0.86
H -0.734 -1.939 1.186  0.32
H -1.298 -0.339 1.748  0.35
H -2.191 0.907 -0.094  0.23
H -0.247 -1.296 -2.459  0.32
H 0.339 -2.137 -1.024  0.38
H -1.357 -2.298 -1.502  0.33

=====

Quick one: least stable of them? two)

=====

one) DFT (ωB97M-V/def2-TZVPD) results for a 2-piece molecular cluster, C17H19N3O4 overall.

Summary:
HOMO level ... -7.815 eV
Kohn-Sham gap ... 7.03 eV

Each line ends with the Mulliken charge.
Geometry (Å):
C 4.867 0.398 0.033  -0.62
C 3.729 -0.369 0.695  -0.53
N 2.505 0.424 0.664  0.17
C 1.335 -0.228 0.637  -0.49
C 0.108 0.402 0.476  -0.69
C -1.118 -0.250 0.722  0.07
C -2.357 0.502 0.897  0.40
C -3.465 -0.061 1.584  -0.15
C -4.691 0.618 1.650  -0.74
C -4.821 1.887 1.076  -0.34
C -3.733 2.475 0.429  -0.79
C -2.510 1.795 0.346  -0.21
C 2.559 1.872 0.570  -0.61
C 3.896 2.377 1.101  -0.70
O 5.054 1.718 0.564  -0.37
H 5.835 -0.098 0.213  0.34
H 4.678 0.458 -1.058  0.29
H 3.533 -1.303 0.151  0.49
H 4.031 -0.629 1.733  0.23
H 1.404 -1.303 0.843  0.59
H 0.107 1.455 0.127  0.12
H -1.051 -1.224 1.239  0.71
H -3.352 -1.026 2.074  0.39
H -5.535 0.151 2.161  0.36
H -5.790 2.406 1.108  0.35
H -3.821 3.467 -0.015  0.37
H -1.672 2.266 -0.163  0.29
H 2.432 2.213 -0.472  0.28
H 1.769 2.322 1.173  0.54
H 4.061 3.435 0.836  0.35
H 3.906 2.278 2.205  0.30
C -1.442 -1.800 -0.648  0.24
C -1.990 -1.331 -1.928  0.31
O -2.956 -0.551 -2.058  -0.67
N -1.332 -1.741 -3.098  -0.06
C -0.354 -2.723 -3.214  0.29
O 0.178 -3.030 -4.269  -0.63
N -0.056 -3.329 -1.994  -0.08
C -0.536 -2.951 -0.719  0.13
O -0.123 -3.583 0.260  -0.68
H -2.296 -2.020 0.071  0.29
H -1.626 -1.318 -3.970  0.25
H 0.642 -4.050 -2.032  0.24

=====

two) DFT (ωB97M-V/def2-TZVPD) results for one molecule with the formula C17H19N3O4.

Summary:
HOMO level ... -7.648 eV
Kohn-Sham gap ... 8.31 eV

Each line ends with the Mulliken charge.
Geometry (Å):
O -2.401 -1.952 -1.080  -0.72
C -2.474 -1.184 -0.133  0.30
N -1.828 -1.383 1.037  0.00
C -0.995 -2.532 1.293  -1.37
C 0.492 -2.154 1.395  1.04
O 0.989 -1.976 2.493  -0.70
N 1.207 -2.042 0.260  0.19
C 0.748 -2.183 -1.102  -0.58
C 1.003 -0.867 -1.887  -1.04
N 1.987 -0.030 -1.238  -0.01
C 1.585 1.014 -0.402  -0.19
C 0.266 1.203 0.006  0.74
C -0.116 2.280 0.785  -0.73
C 0.820 3.208 1.194  -0.75
C 2.137 3.049 0.797  -0.67
C 2.525 1.983 0.005  1.06
O 3.831 1.870 -0.399  -0.57
C 3.086 -0.858 -0.788  -0.87
C 2.627 -1.743 0.383  -0.88
C -3.275 0.048 -0.180  0.48
C -4.003 0.576 -1.215  -0.50
C -4.573 1.770 -0.725  -0.45
C -4.153 1.883 0.566  -0.51
O -3.370 0.852 0.907  -0.31
H -1.884 -0.682 1.759  0.26
H -1.183 -3.268 0.509  0.52
H -1.264 -2.959 2.263  0.40
H -0.311 -2.426 -1.147  0.38
H 1.310 -3.004 -1.563  0.35
H 1.396 -1.120 -2.879  0.37
H 0.078 -0.315 -2.037  0.46
H -0.487 0.489 -0.285  -0.09
H -1.150 2.383 1.081  0.31
H 0.537 4.048 1.808  0.40
H 2.882 3.775 1.096  0.23
H 4.324 2.633 -0.073  0.30
H 3.402 -1.470 -1.637  0.38
H 3.925 -0.238 -0.483  0.38
H 2.762 -1.228 1.337  0.49
H 3.201 -2.677 0.411  0.36
H -4.106 0.150 -2.191  0.56
H -5.205 2.450 -1.258  0.49
H -4.339 2.626 1.317  0.50

=====

Quick one: least stable of them? one)

=====

one) DFT (ωB97M-V/def2-TZVPD) results for a 2-piece molecular cluster, C4H9BO2 overall.

Summary:
HOMO level ... -10.021 eV
Kohn-Sham gap ... 10.13 eV

Each line ends with the Mulliken charge.
Geometry (Å):
B -2.000 0.409 -0.618  0.66
C 1.558 -0.204 1.445  0.14
C 0.290 -0.399 1.556  -0.49
C 2.567 -0.063 0.404  -0.99
C -0.845 -0.576 -1.042  -0.86
O -3.382 0.208 -0.546  -0.55
O -1.517 1.641 -0.346  -0.46
H 1.985 -0.051 2.483  0.33
H 2.309 0.192 -0.610  0.32
H 3.200 -0.929 0.504  0.27
H 3.052 0.829 0.721  0.31
H -0.302 -1.138 -0.215  0.29
H -1.113 -1.539 -1.585  0.29
H -0.065 0.080 -1.535  0.20
H -3.594 -0.647 -0.701  0.27
H -2.145 2.187 0.087  0.28

=====

two) DFT (ωB97M-V/def2-TZVPD) results for C4H9BO2 as an isolated structure.

Summary:
HOMO level ... -9.109 eV
Kohn-Sham gap ... 9.87 eV

Each line ends with the Mulliken charge.
Geometry (Å):
B 0.302 0.250 -2.239  0.57
C -0.846 0.078 0.341  -0.74
C -1.397 -0.795 -0.779  -0.39
C 0.696 -0.070 0.393  0.57
C 1.209 0.555 1.743  -1.34
O -0.793 -0.372 -2.023  -0.40
O 1.370 0.619 -0.648  -0.71
H 0.950 0.358 -3.156  -0.07
H -1.553 1.044 0.188  0.21
H -1.173 -0.354 1.306  0.37
H -1.138 -1.897 -0.628  0.27
H -2.456 -0.657 -0.935  0.31
H 0.879 -1.111 0.170  0.31
H 1.757 1.504 1.577  0.34
H 1.803 -0.047 2.303  0.33
H 0.389 0.895 2.386  0.36

=====

Quick one: least stable of them? one)

=====

one) DFT (ωB97M-V/def2-TZVPD) results for an isolated ion of composition C4H8N3O and charge +1.

Summary:
Charge ... +1
HOMO level ... -14.713 eV
Kohn-Sham gap ... 11.40 eV

Each line ends with the Mulliken charge.
Geometry (Å):
C 0.978 2.102 -0.583  -1.22
C 0.599 0.713 -0.940  -0.26
C -0.530 0.221 -0.063  0.23
N -1.665 0.641 0.253  -0.27
O -2.300 -0.221 1.032  -0.11
C -1.621 -1.329 1.150  0.05
N -0.486 -1.364 0.608  0.43
N 0.561 -2.122 0.350  -0.66
H 0.510 2.814 -1.297  0.31
H 1.970 2.221 -0.738  0.43
H 0.767 2.380 0.475  0.35
H 1.311 -0.017 -0.843  0.27
H 0.110 0.584 -1.916  0.37
H -2.089 -2.051 1.668  0.54
H 1.320 -1.557 -0.044  0.27
H 0.566 -3.014 0.888  0.26

=====

two) DFT (ωB97M-V/def2-TZVPD) results for a 2-piece molecular cluster, C4H8N3O overall.

Summary:
Charge ... +1
HOMO level (spin up / spin down) ... -13.398 / -12.129 eV
Kohn-Sham gap (spin up / spin down) ... 8.50 / 6.73 eV

Each line ends with the Mulliken charge.
Geometry (Å):
C 1.964 -0.093 0.498  -0.04
C 1.970 -0.533 1.776  -0.21
C -0.796 0.630 -0.743  0.38
C 0.597 -1.848 0.610  -0.43
N 1.128 -0.823 -0.283  -0.33
N -0.554 1.599 -1.615  -0.34
N -1.855 0.278 -0.065  -0.26
O 1.012 -1.427 1.937  -0.28
H 2.478 0.693 0.003  0.42
H 2.422 -0.003 2.587  0.40
H -0.422 -2.152 0.308  0.47
H 1.216 -2.714 0.267  0.30
H 0.433 1.541 -1.824  0.26
H -1.010 2.379 -2.113  0.23
H -1.568 -0.578 0.457  0.20
H -2.647 0.816 0.112  0.22

=====

Quick one: least stable of them? one)

=====

one) DFT (ωB97M-V/def2-TZVPD) results for a 2-piece molecular cluster, C9H13NO2 overall.

Summary:
Charge ... +1
Multiplicity ... 2
HOMO level (spin up / spin down) ... -13.070 / -13.071 eV
Kohn-Sham gap (spin up / spin down) ... 9.50 / 5.60 eV

Each line ends with the Mulliken charge.
Geometry (Å):
C -2.417 0.501 -2.019  -0.91
C -1.177 0.597 -2.829  0.73
O -0.358 1.501 -2.696  -0.66
N -0.849 -0.443 -3.665  -0.40
H -2.502 -0.537 -1.645  0.35
H -3.385 0.862 -2.332  0.34
H 0.008 -0.445 -4.185  0.24
H -1.566 -1.123 -3.861  0.21
H -2.144 0.896 -1.029  0.18
C -0.708 0.906 3.748  -1.32
C 0.106 0.932 1.290  -0.91
C 0.117 0.352 2.583  0.83
C 0.689 0.344 0.229  -0.13
C 1.338 -0.882 0.472  0.80
C 0.626 -0.921 2.799  -0.58
C 1.366 -1.477 1.748  -0.46
O 2.131 -1.415 -0.443  -0.41
H -0.486 1.845 1.321  0.46
H 0.411 0.681 -0.768  0.38
H -0.972 0.048 4.361  0.38
H -1.695 1.271 3.445  0.40
H 0.574 -1.535 3.685  0.34
H 1.907 -1.049 -1.306  0.35
H 1.894 -2.405 1.902  0.44
H -0.178 1.712 4.254  0.33

=====

two) DFT (ωB97M-V/def2-TZVPD) results for a 2-piece molecular cluster, C9H13NO2 overall.

Summary:
Charge ... +1
Multiplicity ... 2
HOMO level (spin up / spin down) ... -12.194 / -12.193 eV
Kohn-Sham gap (spin up / spin down) ... 8.38 / 4.56 eV

Each line ends with the Mulliken charge.
Geometry (Å):
C -3.120 0.484 1.321  -1.34
C -1.965 0.720 -0.981  -0.38
C -2.064 0.941 0.371  0.82
C -0.933 1.323 -1.789  -0.51
C -1.162 1.840 0.942  -0.45
C -0.013 2.211 -1.126  0.72
C -0.080 2.423 0.275  -0.50
O 0.842 2.922 -1.788  -0.43
H -2.695 0.010 -1.425  0.37
H -0.613 1.007 -2.737  0.48
H -4.065 0.218 0.796  0.38
H -3.351 1.291 2.017  0.40
H -1.331 2.109 1.976  0.35
H 0.535 3.102 0.900  0.34
H 1.709 3.158 -1.396  0.40
H -2.852 -0.409 1.817  0.34
C 1.534 -3.132 0.782  -0.71
C 2.543 -2.134 0.217  0.56
O 2.874 -0.991 0.693  -0.66
N 3.292 -2.515 -0.880  -0.39
H 0.534 -2.498 0.576  0.14
H 1.801 -3.077 1.828  0.27
H 3.991 -1.878 -1.043  0.23
H 2.949 -3.074 -1.688  0.22
H 1.641 -4.048 0.344  0.35

=====

Quick one: least stable of them? two)

=====

one) DFT (ωB97M-V/def2-TZVPD) results for C19H20As2F6N2NaO7S3 as an isolated structure.

Summary:
Charge ... -1
HOMO level ... -6.343 eV
Kohn-Sham gap ... 8.43 eV

Each line ends with the Mulliken charge.
Geometry (Å):
Na 0.692 1.274 -1.062  0.57
F 3.435 4.435 -1.214  -0.26
C 2.142 4.103 -1.237  0.67
F 1.967 3.128 -0.320  -0.22
F 1.424 5.145 -0.871  -0.20
S 1.684 3.576 -2.972  1.02
O 0.592 2.641 -2.875  -0.59
O 1.480 4.829 -3.617  -0.65
N 3.018 2.918 -3.526  -0.61
S 3.404 1.421 -3.288  1.12
O 2.762 0.800 -2.144  -0.44
O 4.811 1.235 -3.444  -0.66
C 2.674 0.500 -4.724  0.65
F 2.829 1.167 -5.865  -0.25
F 3.283 -0.686 -4.848  -0.24
F 1.374 0.269 -4.542  -0.20
C -2.439 -2.345 2.967  -1.21
As -1.328 -1.855 1.415  0.36
C 0.042 -0.918 2.466  -1.01
C -0.323 -3.550 1.238  0.36
C -0.708 -4.709 1.909  -0.20
C -0.004 -5.896 1.760  -0.66
C 1.110 -5.942 0.937  -0.79
C 1.502 -4.796 0.263  -0.46
C 0.796 -3.604 0.397  -0.04
As 1.366 -2.008 -0.587  0.52
C 1.864 -2.831 -2.290  -0.88
C 3.174 -1.822 0.143  -1.03
H -1.847 -2.716 3.804  0.41
H -3.184 -3.088 2.682  0.38
H -2.967 -1.444 3.279  0.23
H 0.464 -1.585 3.218  0.54
H -0.413 -0.046 2.934  0.41
H 0.821 -0.552 1.804  0.03
H -1.573 -4.698 2.560  0.30
H -0.326 -6.783 2.290  0.37
H 1.669 -6.861 0.821  0.38
H 2.375 -4.833 -0.381  0.21
H 2.628 -3.599 -2.163  0.37
H 2.250 -2.046 -2.937  0.01
H 0.980 -3.271 -2.751  0.40
H 3.696 -2.781 0.157  0.41
H 3.120 -1.428 1.157  0.35
H 3.714 -1.116 -0.486  0.32
O -3.054 4.626 -1.550  -0.67
S -2.383 4.574 -0.278  1.11
O -1.949 5.824 0.291  -0.68
N -1.194 3.473 -0.273  -0.30
C -1.448 2.471 0.556  0.58
O -0.704 1.487 0.746  -0.59
C -2.772 2.585 1.266  -0.15
C -3.341 1.711 2.174  0.22
C -4.588 2.030 2.697  -0.56
C -5.244 3.199 2.315  -0.42
C -4.667 4.074 1.402  -0.63
C -3.428 3.736 0.896  0.10
H -2.820 0.806 2.458  0.04
H -5.060 1.364 3.409  0.39
H -6.215 3.426 2.737  0.37
H -5.166 4.983 1.097  0.42

=====

two) DFT (ωB97M-V/def2-TZVPD) results for C19H20As2F6N2NaO7S3 as an isolated structure.

Summary:
Charge ... -1
HOMO level ... -5.639 eV
Kohn-Sham gap ... 7.88 eV

Each line ends with the Mulliken charge.
Geometry (Å):
Na -0.476 -0.054 -0.709  0.96
F -3.833 -3.468 0.030  -0.20
C -4.064 -2.323 0.654  0.39
F -5.311 -1.935 0.394  -0.23
F -3.942 -2.522 1.968  -0.23
S -2.892 -1.020 0.076  1.47
O -1.560 -1.462 0.389  -0.77
O -3.239 -0.768 -1.289  -0.62
N -3.367 0.169 1.038  -0.53
S -2.879 1.547 0.456  0.89
O -1.702 1.417 -0.380  -0.76
O -2.913 2.592 1.430  -0.67
C -4.236 2.043 -0.765  0.58
F -5.273 1.210 -0.719  -0.24
F -4.689 3.264 -0.449  -0.24
F -3.777 2.092 -2.010  -0.23
C -1.526 -0.108 4.082  -1.52
As -0.476 0.585 2.565  1.07
C -0.191 2.394 3.324  -1.26
C 1.321 -0.002 3.155  0.33
C 1.579 -0.560 4.405  -0.53
C 2.874 -0.850 4.807  -0.60
C 3.937 -0.573 3.958  -0.84
C 3.688 -0.028 2.709  -0.32
C 2.390 0.252 2.285  0.03
As 2.021 0.982 0.478  0.61
C 3.408 -0.014 -0.484  -1.36
C 3.093 2.630 0.698  -1.19
H -1.258 0.368 5.025  0.43
H -1.395 -1.188 4.160  0.41
H -2.573 0.089 3.857  0.38
H 0.319 2.331 4.284  0.45
H -1.160 2.880 3.432  0.42
H 0.411 2.978 2.627  0.26
H 0.760 -0.771 5.082  0.31
H 3.053 -1.286 5.782  0.37
H 4.954 -0.788 4.264  0.37
H 4.524 0.174 2.049  0.21
H 4.401 0.131 -0.060  0.52
H 3.395 0.338 -1.515  0.37
H 3.144 -1.069 -0.486  0.37
H 4.107 2.394 1.021  0.38
H 2.619 3.280 1.432  0.31
H 3.123 3.145 -0.262  0.40
O 1.126 -3.496 -2.420  -0.73
S 0.241 -2.372 -2.577  1.04
O -1.122 -2.554 -2.151  -0.54
N 0.883 -1.023 -1.958  -0.48
C 0.854 -0.003 -2.837  0.74
O 1.128 1.167 -2.570  -0.75
C 0.468 -0.445 -4.226  0.19
C 0.410 0.328 -5.370  -0.52
C 0.064 -0.292 -6.564  -0.52
C -0.217 -1.655 -6.602  -0.42
C -0.171 -2.425 -5.445  -0.62
C 0.175 -1.794 -4.268  -0.07
H 0.634 1.386 -5.317  0.49
H 0.010 0.291 -7.474  0.38
H -0.477 -2.121 -7.544  0.38
H -0.395 -3.484 -5.464  0.45

=====

Quick one: least stable of them? two)